Formula: C10H13O2
Source: the OMol25 dataset
Level of theory: wB97M-V/def2-TZVPD

Element x y z (Å)
1 C -0.9557 0.8674 -1.5374
2 C -0.1368 1.8387 -2.3479
3 C -2.3190 1.5996 -1.2053
4 O -2.4124 1.8570 0.0344
5 O -3.1733 1.7530 -2.0191
6 H -1.1605 -0.0013 -2.0275
7 H -0.5052 0.7633 -0.6416
8 H 0.7448 1.2240 -2.8723
9 H 0.4172 2.5909 -1.8132
10 H -0.6513 2.6065 -3.0492
11 C 2.2644 0.8710 0.7972
12 C 1.8383 -2.8696 0.8299
13 C 0.5002 -2.9033 1.2438
14 C 2.4619 -1.5852 0.8102
15 C 1.7051 -0.4328 1.0938
16 C -0.2200 -1.7679 1.6233
17 C 0.4599 -0.5662 1.6606
18 H 2.5310 -3.7599 0.5242
19 H -0.0446 -3.8829 1.4618
20 H 3.4802 -1.2995 0.6784
21 H -1.1873 -1.7579 1.9099
22 H 1.5456 1.6897 0.3773
23 H 3.0337 0.9102 -0.0144
24 H 0.0197 0.4037 1.9635
25 H 2.8724 1.3226 1.5723

Summary:
**Calculated total energy**: -539.3091 a.u.
**Orbital gap**: 6.732 eV
**Energy above the lowest of the compared OMol25 structures with the same formula, charge and spin**: 2.257 eV
**Net charge**: -1

Löwdin atomic charge list, values in e, 8 entries: atom 1 (C): -0.1860, atom 2 (C): -0.1480, atom 3 (C): -0.7968, atom 4 (O): -0.1306, atom 5 (O): -0.0261, atom 6 (H): 0.0682, atom 7 (H): 0.0221, atom 8 (H): 0.0899